Record 1
The following is a quantum chemistry calculation of a cluster of 8 separate species, C15H44O12P in total, from OMol25.

The value obtained for the strongest force on any atom is 8.79 eV/Å. The calculation puts the HOMO energy at -3.67 eV. The value obtained for the orbital gap is 0.216 Eh. As for the calculated total energy: -1841.6475 Ha.

ORCA input file:
```
! RIJCOSX wB97M-V def2-TZVPD def2/J DEFGRID3
* xyz -1 1
O 0.800 -4.359 -0.305
C 0.133 -3.329 -0.859
O -0.968 -2.585 -0.170
C -1.855 -1.936 -1.156
C -1.939 -0.277 -0.963
C -0.485 0.341 -1.400
C -0.319 1.001 -2.925
O 1.172 1.143 -3.017
P 1.523 2.021 -1.499
C 2.559 0.711 -0.661
C 4.184 0.520 -1.350
C 4.338 0.911 -3.031
O 4.925 1.825 -1.789
O 0.183 1.344 -0.552
H 0.469 -2.968 -1.941
H -2.961 -2.314 -0.917
H -1.561 -2.240 -2.266
H -2.824 0.190 -1.602
H -2.169 -0.057 0.164
H 0.173 -0.620 -1.510
H -0.911 2.010 -3.139
H -0.664 0.340 -3.845
H 2.596 2.859 -2.069
H 1.699 2.857 -0.310
H 0.677 3.069 -2.087
H 2.118 -0.368 -0.562
H 2.843 1.092 0.435
H 4.863 -0.453 -0.926
H 3.924 1.898 -3.473
H 5.141 0.191 -3.491
C -5.592 1.999 -1.288
O -4.431 1.460 -1.894
H -6.242 1.179 -0.974
H -5.306 2.591 -0.415
H -6.122 2.626 -2.009
H -3.874 2.210 -2.163
C 3.900 4.552 -4.930
O 3.429 4.071 -3.684
H 4.218 3.704 -5.541
H 3.097 5.088 -5.442
H 4.750 5.219 -4.766
H 3.155 4.845 -3.164
C 5.509 -0.183 2.147
O 5.421 -0.924 0.944
H 5.055 0.799 1.993
H 4.973 -0.709 2.941
H 6.559 -0.057 2.423
H 5.832 -1.789 1.111
C 2.377 0.390 4.471
O 2.300 0.046 3.100
H 3.075 1.222 4.590
H 1.389 0.693 4.828
H 2.735 -0.469 5.044
H 1.673 -0.694 3.026
C -0.951 -5.077 2.517
O -1.321 -4.587 3.793
H -0.846 -4.234 1.830
H 0.002 -5.605 2.591
H -1.726 -5.752 2.146
H -1.407 -5.357 4.381
C -4.175 1.020 2.302
O -3.180 1.471 1.402
H -3.717 0.839 3.277
H -4.950 1.784 2.403
H -4.612 0.090 1.929
H -3.616 1.623 0.546
C -6.201 -2.903 2.991
O -5.067 -2.304 2.393
H -7.084 -2.670 2.391
H -6.065 -3.987 3.028
H -6.334 -2.507 4.001
H -4.300 -2.528 2.946
*
```

Record 2
The following is a quantum chemistry calculation of the ion C5H12N2O with charge +1, from OMol25.

The value obtained for the strongest force on any atom is 2.62 eV/Å. The calculation puts the HOMO energy (spin up / spin down) at -13.58 / -13.58 eV. The value obtained for the orbital gap (spin up / spin down) is 0.377 / 0.197 Eh. As for the calculated total energy: -382.1331 Ha.

ORCA input file:
```
! RIJCOSX wB97M-V def2-TZVPD def2/J DEFGRID3
* xyz 1 2
C -0.809 -1.052 2.438
N -1.101 -0.989 1.085
C -2.121 0.759 -0.316
C -0.818 0.204 0.290
C 0.296 -0.114 -0.758
N 1.503 0.560 -0.462
C 2.604 0.497 -1.416
O -0.595 -0.098 3.129
H -0.827 -2.112 2.739
H -1.134 -1.910 0.664
H -2.954 0.107 -0.060
H -2.381 1.766 -0.014
H -2.119 0.674 -1.410
H -0.458 0.982 0.964
H -0.095 0.055 -1.761
H 0.505 -1.196 -0.669
H 1.862 0.434 0.489
H 3.163 -0.438 -1.282
H 2.187 0.548 -2.417
H 3.293 1.323 -1.233
*
```

Record 3
The following is a quantum chemistry calculation of an isolated molecule of CHClN4O, from OMol25.

The SMILES is Oc1nnnn1Cl. The value obtained for the strongest force on any atom is 3.29 eV/Å. The calculation puts the HOMO energy at -10.30 eV. The value obtained for the orbital gap is 0.328 Eh. As for the calculated total energy: -793.0098 Ha.

ORCA input file:
```
! RIJCOSX wB97M-V def2-TZVPD def2/J DEFGRID3
* xyz 0 1
C -0.363 0.521 0.063
N 0.807 -0.554 0.173
N -1.196 -0.037 -0.713
N 0.308 -1.534 -0.535
N -0.828 -1.311 -0.986
O -0.168 1.726 0.643
Cl 2.384 -1.231 0.823
H -0.944 2.420 0.533
*
```

Record 4
The following is a quantum chemistry calculation of a cluster of 2 separate species, C4H11NO2S in total, from OMol25.

The SMILES is O=CNCCCS.O. The value obtained for the strongest force on any atom is 1.04 eV/Å. The calculation puts the HOMO energy at -9.22 eV. The value obtained for the orbital gap is 0.364 Eh. As for the calculated total energy: -762.4265 Ha.

ORCA input file:
```
! RIJCOSX wB97M-V def2-TZVPD def2/J DEFGRID3
* xyz 0 1
C -1.105 0.600 -0.459
N -0.268 1.274 0.517
C -0.243 0.953 1.833
O 0.325 1.561 2.711
C -0.324 -0.148 -1.554
C -0.398 -1.676 -1.427
S 0.487 -2.319 0.025
H -1.789 -0.093 0.034
H -1.746 1.335 -0.928
H 0.098 2.173 0.246
H -0.824 0.059 2.073
H -0.791 0.118 -2.510
H 0.718 0.130 -1.482
H -1.427 -2.035 -1.421
H 0.102 -2.060 -2.300
H -0.121 -1.515 0.904
H 1.775 0.566 0.806
H 2.831 0.693 1.916
O 2.701 0.384 1.013
*
```

Record 5
The following is a quantum chemistry calculation of a structure of composition C5H13N2, from OMol25.

The value obtained for the strongest force on any atom is 3.64 eV/Å. The calculation puts the HOMO energy (spin up / spin down) at -7.65 / -7.94 eV. The value obtained for the orbital gap (spin up / spin down) is 0.316 / 0.259 Eh. As for the calculated total energy: -307.6646 Ha.

ORCA input file:
```
! RIJCOSX wB97M-V def2-TZVPD def2/J DEFGRID3
* xyz 0 2
C 2.418 -0.481 0.940
C 1.138 0.355 1.023
C 0.415 0.548 -0.302
N -3.292 0.037 0.543
C -1.881 0.020 0.549
C -1.075 0.432 -0.450
N 1.677 -0.705 -2.089
H 2.910 -0.513 1.924
H 2.376 -1.439 0.426
H 1.468 1.305 1.497
H 0.477 -0.099 1.785
H 0.741 1.523 -0.758
H 0.972 -0.222 -1.183
H -3.661 -0.538 1.280
H -3.710 0.925 0.349
H -1.414 -0.481 1.411
H -1.504 0.586 -1.418
H 3.128 0.127 0.361
H 1.396 -1.207 -2.916
H 2.678 -0.561 -2.283
*
```

Record 6
The following is a quantum chemistry calculation of a structure of composition C16H22BCsN8O, from OMol25.

The value obtained for the strongest force on any atom is 0.98 eV/Å. The calculation puts the HOMO energy (spin up / spin down) at -11.64 / -11.64 eV. The value obtained for the orbital gap (spin up / spin down) is 0.342 / 0.185 Eh. As for the calculated total energy: -1180.9761 Ha.

ORCA input file:
```
! RIJCOSX wB97M-V def2-TZVPD def2/J DEFGRID3
* xyz 1 2
Cs -0.371 0.040 0.161
C 4.117 0.005 -3.601
C 3.668 0.003 -2.267
N 2.349 0.007 -2.204
N 1.916 0.002 -3.491
C 2.965 -0.005 -4.349
B 0.409 0.003 -3.564
N -0.164 -1.316 -3.066
C 0.319 -2.520 -3.473
C -0.383 -3.506 -2.832
C -1.296 -2.803 -2.024
N -1.160 -1.494 -2.165
N -0.158 1.325 -3.066
C 0.348 2.527 -3.450
C -0.363 3.515 -2.822
C -1.305 2.815 -2.046
N -1.178 1.506 -2.192
N -0.096 0.001 -5.152
C -1.465 0.005 -5.370
C -1.683 -0.008 -6.751
C -0.427 0.010 -7.281
N 0.547 -0.008 -6.250
H 5.127 0.008 -3.968
H 4.252 0.005 -1.361
H 2.821 -0.011 -5.414
H 1.132 -2.585 -4.178
H -0.257 -4.569 -2.930
H -2.036 -3.188 -1.339
H 1.181 2.588 -4.132
H -0.224 4.578 -2.908
H -2.059 3.202 -1.377
H -2.132 0.005 -4.519
H -2.628 -0.020 -7.262
H -0.075 0.004 -8.299
C 0.116 2.376 3.043
C 0.951 1.127 3.238
O 0.174 -0.014 2.886
C 0.785 -1.258 3.213
C -0.212 -2.375 2.991
H 0.671 3.246 3.392
H -0.806 2.309 3.618
H -0.141 2.569 1.997
H 1.258 1.033 4.285
H 1.866 1.162 2.630
H 1.099 -1.230 4.261
H 1.689 -1.407 2.604
H -1.116 -2.197 3.573
H 0.218 -3.323 3.315
H -0.496 -2.504 1.943
*
```

Record 7
The following is a quantum chemistry calculation of an isolated molecule of C20H22BrN3O4, from OMol25.

The SMILES is Cc1cccc(C)c1OCC(=O)NNC(=O)CCNC(=O)c1ccc(Br)cc1. The value obtained for the strongest force on any atom is 0.74 eV/Å. The calculation puts the HOMO energy at -9.02 eV. The value obtained for the orbital gap is 0.349 Eh. As for the calculated total energy: -3814.6118 Ha.

ORCA input file:
```
! RIJCOSX wB97M-V def2-TZVPD def2/J DEFGRID3
* xyz 0 1
C -3.160 -3.043 2.306
C -3.688 -2.747 0.934
C -4.716 -3.504 0.390
C -5.189 -3.238 -0.882
C -4.646 -2.203 -1.619
C -3.620 -1.419 -1.107
C -3.144 -1.711 0.173
O -2.140 -0.928 0.743
C -0.837 -1.180 0.261
C -0.018 0.101 0.214
O 1.058 0.178 -0.340
N -0.581 1.122 0.905
N -0.075 2.411 0.757
C -0.149 2.950 -0.497
O -0.899 2.508 -1.338
C 0.698 4.188 -0.740
H 0.145 5.054 -0.370
H 0.781 4.288 -1.824
C 2.089 4.171 -0.097
N 2.805 2.930 -0.291
C 2.980 2.047 0.717
O 2.518 2.251 1.833
C 3.778 0.835 0.405
C 4.699 0.772 -0.636
C 5.402 -0.394 -0.876
C 5.176 -1.498 -0.072
C 4.276 -1.452 0.980
C 3.586 -0.280 1.216
H 2.882 -0.211 2.030
H 4.120 -2.321 1.601
Br 6.134 -3.105 -0.412
H 6.120 -0.447 -1.680
H 4.898 1.635 -1.255
H 3.003 2.645 -1.236
H 2.682 4.987 -0.524
H 2.022 4.327 0.982
H 0.727 2.602 1.361
H -1.554 1.028 1.178
H -0.850 -1.607 -0.747
H -0.319 -1.893 0.921
C -3.053 -0.300 -1.927
H -3.836 0.158 -2.527
H -2.291 -0.676 -2.612
H -2.595 0.469 -1.310
H -5.024 -1.989 -2.608
H -5.988 -3.835 -1.296
H -5.143 -4.307 0.971
H -2.741 -2.146 2.754
H -2.373 -3.797 2.249
H -3.951 -3.429 2.944
*
```

Record 8
The following is a quantum chemistry calculation of a structure of composition C14H10AsN2O2ReS4, from OMol25.

The value obtained for the strongest force on any atom is 1.73 eV/Å. The calculation puts the HOMO energy at -14.52 eV. The value obtained for the orbital gap is 0.198 Eh. As for the calculated total energy: -4705.7328 Ha.

ORCA input file:
```
! RIJCOSX wB97M-V def2-TZVPD def2/J DEFGRID3
* xyz 2 1
Re 0.187 -0.410 0.619
O -0.831 -0.032 2.027
C -1.382 1.022 2.755
C -2.221 0.736 3.795
C -2.788 1.802 4.490
C -2.503 3.111 4.130
C -1.636 3.369 3.079
C -1.059 2.320 2.369
C -0.101 2.609 1.327
N 0.475 1.724 0.593
N 1.488 2.180 -0.235
C 2.128 1.199 -0.743
O 1.663 -0.086 -0.434
C 3.308 1.312 -1.564
C 3.746 2.575 -1.971
C 4.899 2.675 -2.721
C 5.613 1.530 -3.061
C 5.176 0.274 -2.662
C 4.018 0.160 -1.916
H -2.421 -0.293 4.063
H -3.452 1.599 5.319
H -2.945 3.934 4.673
H -1.399 4.390 2.805
H 0.207 3.641 1.178
H 3.183 3.456 -1.698
H 5.248 3.646 -3.044
H 6.520 1.619 -3.645
H 5.737 -0.609 -2.934
H 3.663 -0.813 -1.604
S -3.429 -3.493 0.218
As -1.592 -2.703 -0.565
S -1.490 -0.526 -0.955
S 0.287 -2.742 0.565
S -2.624 -4.214 -1.679
*
```